# 1
ORCA calculation (wB97M-V/def2-TZVPD) on C4H8FN3 in the gas phase at a distorted geometry.

Structure (XYZ):
```
16
Properties=species:S:1:pos:R:3:forces:R:3
C 3.07682 -0.53954 1.17046 -0.268 0.533 0.016
N 2.03611 -1.53004 0.91736 0.507 -0.369 -0.881
N 0.93247 -0.98167 0.24377 0.153 0.469 -0.592
C -0.17146 -0.71397 1.01163 -0.813 0.561 -0.847
N -1.22580 -0.06598 0.65633 0.697 -0.459 0.470
C -1.31494 0.39381 -0.66111 -0.138 0.164 0.043
C -2.04794 1.46005 -0.95796 -0.270 0.499 0.856
F -2.16965 1.90321 -2.21761 0.017 -0.024 -0.348
H 2.70823 0.18543 1.90983 0.121 -0.210 -0.170
H 3.91963 -1.06394 1.58574 0.414 -0.123 0.233
H 3.42629 0.03481 0.28547 -0.283 -0.349 0.183
H 2.42126 -2.29184 0.33280 -0.425 0.616 0.509
H 1.12975 -0.33346 -0.53646 -0.081 -0.538 0.637
H -0.10196 -1.16132 1.98349 -0.093 -0.104 0.498
H -0.84099 -0.16041 -1.46640 0.014 -0.014 -0.134
H -2.58975 2.10354 -0.23638 0.446 -0.652 -0.472
```
Forces are in eV/Å.

Calculated values
**SMILES**: CNN/C=N\C=C\F
**Relative energy (zero: lowest compared OMol25 entry of this formula, charge and spin)**: 1.446 eV
**Multiplicity**: 1



# 2
ORCA calculation (wB97M-V/def2-TZVPD) on 5 unconnected molecules or ions with the total composition C31H51Cl8F2IN2O6S2Si at a distorted geometry.

Structure (XYZ):
```
104
Properties=species:S:1:pos:R:3:forces:R:3
H 2.30895 -1.27654 -3.36117 -0.227 -0.159 -0.032
N 1.64389 -2.05791 -3.34372 -0.346 -0.924 0.506
C 1.51877 -2.49318 -2.15424 1.198 1.113 0.393
C 2.37042 -1.87210 -0.98695 -0.750 -1.027 -0.019
C 1.66595 -0.78146 -0.06818 0.724 -1.362 0.535
C 2.51347 -0.81700 1.31779 -0.118 0.405 -0.917
I 1.96946 -2.52273 2.61847 0.014 0.458 -0.207
C 4.06040 -1.02417 1.14485 0.345 -0.843 1.427
C 4.87037 -0.72601 2.49669 0.578 -0.198 -1.011
C 0.19748 -1.29326 0.28392 -0.127 0.936 -0.503
C -0.98012 -0.82255 -0.67643 0.357 -0.674 1.508
C -1.99547 -1.99130 -1.08274 -1.323 2.748 -1.092
F -2.29099 -2.68852 0.08275 0.869 0.245 -1.466
F -1.53566 -2.78996 -2.10656 0.010 -0.148 1.796
C -3.29556 -1.25693 -1.64257 -0.148 -1.156 -0.377
C -4.64748 -1.94670 -1.20146 -0.467 0.347 -0.697
Si -5.67462 -0.82127 -0.02618 -0.112 -0.327 0.118
C -5.65409 0.98572 -0.63315 0.575 0.244 -0.159
C -7.50163 -1.41621 0.03033 0.406 0.360 0.585
C -4.91457 -0.93748 1.73548 0.745 -0.082 2.022
C -5.04334 -2.17755 2.51753 1.538 2.013 1.087
C -4.42018 -2.24838 3.84127 0.018 0.807 -0.676
C -3.67516 -1.15123 4.43032 -0.836 0.754 -2.058
C -3.58179 0.09167 3.67856 -0.838 -1.525 -1.006
C -4.19293 0.18400 2.35655 -0.020 -1.546 0.993
S -0.50362 0.24210 -2.08068 -3.723 1.813 -4.823
O -0.80568 -0.33900 -3.39945 1.676 -0.445 2.413
O -1.30343 1.47610 -2.02473 1.682 -1.076 1.819
O 1.08210 0.57988 -2.04733 -0.879 -0.474 1.273
C 1.65898 0.70367 -0.70134 0.329 -0.214 1.450
C 0.86935 1.74919 0.19254 -0.753 0.701 -0.038
C 0.76156 3.22150 -0.38966 0.123 0.970 1.143
C 0.81392 4.24320 0.86219 -0.794 -0.569 -0.703
C -0.62868 4.13857 1.55116 -0.045 0.946 -1.729
N -0.91176 5.20056 2.55980 0.477 -2.644 0.815
C -0.64903 4.83582 3.91145 0.663 1.807 0.814
C -1.07758 3.48599 4.55627 0.097 -0.578 -1.318
O -0.07650 5.65641 4.62342 -0.689 -0.798 -0.455
C 3.10428 1.25382 -1.04532 -0.261 -0.348 -1.578
S 3.98789 2.24817 0.16471 0.851 3.895 2.777
O 3.77356 1.96571 1.58463 -0.116 -1.347 -1.466
O 3.83488 3.69861 -0.03885 0.018 -2.007 -1.278
H 0.87525 -3.36763 -1.89659 0.359 0.747 -0.455
H 2.60117 -2.76141 -0.32399 -0.277 1.278 -0.542
H 3.35502 -1.57250 -1.42157 -0.837 0.012 0.366
H 2.20692 0.07543 1.91025 0.637 -0.745 -0.274
H 4.54985 -0.50629 0.29058 -0.653 -0.123 0.580
H 4.21873 -2.12686 0.97369 -0.165 1.195 -0.264
H 4.26128 -0.18137 3.25355 0.588 -0.407 -0.604
H 5.28253 -1.68897 2.90824 -0.681 0.971 -0.191
H 5.78053 -0.12873 2.20300 -0.989 -0.330 0.574
H -0.03198 -0.84667 1.29171 0.016 -0.826 -0.940
H 0.13241 -2.41401 0.30549 0.425 1.193 0.284
H -1.64569 -0.15487 -0.05780 0.777 -0.485 -0.846
H -3.21778 -1.32621 -2.76246 0.118 0.151 1.132
H -3.29697 -0.16394 -1.40618 0.148 -0.945 -0.005
H -5.27324 -2.04973 -2.13873 0.538 0.047 0.943
H -4.53995 -2.98639 -0.80294 0.135 0.903 -0.254
H -6.63790 1.47022 -0.39630 0.943 -0.326 -0.341
H -4.83013 1.56705 -0.13527 -0.823 -0.411 -0.436
H -5.42394 1.03719 -1.73658 -0.499 0.004 1.021
H -7.73136 -2.09182 -0.82831 -0.066 0.559 0.782
H -8.13239 -0.48269 0.02812 0.379 -1.100 -0.142
H -7.64510 -1.92133 1.02645 -0.120 0.263 -1.110
H -5.57459 -3.06836 2.11132 0.461 0.854 0.389
H -4.51405 -3.18362 4.43864 0.061 0.781 -0.629
H -3.17765 -1.21501 5.42583 -0.620 -0.156 -0.963
H -3.02901 0.97555 4.07354 -0.556 -0.908 -0.258
H -4.09140 1.15285 1.82065 -0.159 -0.865 0.379
H 1.30204 1.86228 1.22782 0.054 -0.496 -1.218
H -0.19774 1.44462 0.39914 1.161 -0.147 -0.457
H -0.22300 3.44402 -0.87751 0.917 -0.728 0.223
H 1.55412 3.49617 -1.12397 -0.485 -0.385 0.664
H 0.98635 5.27474 0.43928 -0.327 -0.914 0.613
H 1.65152 4.01763 1.56669 -0.654 0.126 -0.554
H -0.84241 3.10152 1.91169 0.293 1.051 0.072
H -1.35224 4.31808 0.70022 0.614 -0.342 0.834
H -0.46325 6.08005 2.30813 -0.055 -0.253 0.425
H -0.12664 2.91204 4.74879 -0.968 0.519 -0.189
H -1.72253 2.89216 3.84869 0.612 0.476 0.815
H -1.61156 3.59760 5.52753 0.501 0.365 -0.851
H 2.97764 1.93029 -1.94231 0.127 -0.419 1.113
H 3.81197 0.46198 -1.42302 -0.775 0.623 0.699
H 5.34630 2.03045 -0.06875 -0.992 -0.559 -0.359
Cl 5.61967 4.19386 5.39959 0.056 -0.045 -0.016
C 5.17706 4.63972 3.74616 0.010 -0.090 -0.274
Cl 3.77534 5.71309 3.70941 -0.021 -0.010 -0.031
H 6.02053 5.14307 3.28156 -0.084 0.043 0.137
H 4.92883 3.73821 3.19135 -0.048 0.042 0.128
Cl 4.77551 -3.74580 -2.79631 0.121 -0.039 -0.027
C 4.25278 -5.26516 -2.05786 -0.115 0.006 0.098
Cl 3.59780 -4.99865 -0.43371 0.086 -0.310 0.100
H 3.48328 -5.71314 -2.67807 -0.024 0.191 0.108
H 5.10547 -5.93278 -1.98633 -0.032 0.170 0.136
Cl 5.08633 -6.80238 -4.48661 0.234 -0.355 -0.385
C 4.62078 -6.33830 -6.12914 -0.022 0.043 -0.263
Cl 3.22754 -5.25304 -6.11581 0.035 -0.016 -0.031
H 5.45805 -5.83231 -6.60173 -0.064 0.025 0.154
H 4.36573 -7.23405 -6.68842 -0.043 0.044 0.152
Cl -2.77772 0.12068 -7.95913 0.068 0.000 -0.040
C -2.40200 0.87977 -6.40621 0.239 -0.049 0.140
Cl -3.87383 1.30620 -5.52510 0.020 0.030 0.082
H -1.82167 0.18493 -5.80428 -0.143 0.013 -0.013
H -1.82641 1.78329 -6.58603 -0.158 -0.035 -0.044
```
Forces are in eV/Å.

Calculated values
**SMILES**: [H]/N=C\C[C@]1([C@@H](I)CC)C[C@H](C(F)(F)CC[Si](C)(C)c2ccccc2)S(=O)(=O)O[C@]1(CCCCNC(C)=O)C[SH](=O)=O.ClCCl.ClCCl.ClCCl.ClCCl
**Multiplicity**: 1



# 3
ORCA calculation (wB97M-V/def2-TZVPD) on C5H9N3O in the gas phase at a distorted geometry.

Structure (XYZ):
```
18
Properties=species:S:1:pos:R:3:forces:R:3
H 0.70440 2.99635 1.07419 0.244 -0.915 0.939
N 0.57813 3.43179 0.19897 0.347 3.528 0.303
C 0.20510 2.71954 -0.72550 -0.719 -0.666 -3.760
N 0.02635 1.37340 -0.62779 1.303 -0.598 2.823
N 0.52981 0.77852 0.57502 -2.894 -4.161 -1.522
C 0.26764 -0.57545 0.58662 3.350 3.455 0.068
C 0.63852 -1.29207 1.83623 2.897 1.458 2.255
C -0.06194 -1.40402 -0.58614 2.028 -2.549 -1.105
C -1.47031 -1.44869 -1.07651 -0.334 2.485 2.204
O -0.39746 -0.73602 -1.74446 -1.798 -1.380 -2.115
H -0.03535 3.11234 -1.83918 0.571 -0.683 2.614
H -0.03738 0.66301 -1.31980 -0.417 0.765 -1.326
H 1.72683 -1.90317 2.03789 -2.828 1.728 -1.403
H 0.76555 -0.28890 2.51512 -0.707 -3.075 -0.622
H -0.13448 -2.03910 2.04167 -0.006 0.452 0.702
H 0.80830 -2.32159 -1.00012 -2.806 2.388 2.178
H -1.87879 -2.37759 -1.39602 -0.072 -0.326 -1.038
H -2.23493 -0.68835 -0.55020 1.841 -1.905 -1.195
```
Forces are in eV/Å.

Calculated values
**SMILES**: [H]/N=C\N/N=C(/C)[C@H]1CO1
**Relative energy (zero: lowest compared OMol25 entry of this formula, charge and spin)**: 6.481 eV
**Multiplicity**: 1



# 4
ORCA calculation (wB97M-V/def2-TZVPD) on a molecular structure, C38H46BrCl2N8O4PSTa at a distorted geometry.

Structure (XYZ):
```
102
Properties=species:S:1:pos:R:3:forces:R:3
Ta 0.93011 0.68984 -0.18623 -0.125 0.807 1.090
Cl 3.04590 0.39784 -6.72787 0.003 -0.015 0.011
C 2.23465 0.89495 -5.29996 -0.035 -0.030 -0.008
C 2.77347 0.53167 -4.07308 -0.045 0.001 0.024
C 2.10445 0.90648 -2.92151 -0.004 0.049 -0.043
N 2.38185 0.48185 -1.59644 0.244 -0.007 -0.182
C 3.60994 -0.10902 -1.31613 -0.286 -0.273 -0.227
O 4.63372 0.07619 -1.91670 0.071 0.013 0.120
C 3.49248 -1.08297 -0.19061 0.039 -0.088 -0.078
C 4.54464 -1.89661 0.17280 -0.070 -0.025 -0.048
C 4.33108 -2.84971 1.16337 -0.013 0.024 -0.024
C 3.07803 -2.92527 1.74991 -0.027 0.029 -0.034
C 2.08439 -2.04935 1.33849 -0.038 -0.014 0.074
N 2.27862 -1.14788 0.37583 -0.183 0.215 -0.028
C 0.94339 1.66709 -2.98637 0.102 -0.065 -0.081
C 0.39351 2.01926 -4.20778 0.016 -0.002 0.004
C 1.04078 1.61728 -5.37064 -0.016 -0.005 0.035
Cl 0.33762 2.01578 -6.88258 0.005 0.005 0.010
N 0.45085 1.97615 -1.68365 -0.001 -0.069 -0.002
C -0.10424 3.26722 -1.52503 -0.028 -0.037 0.010
O -0.43412 3.99322 -2.41477 0.012 0.023 0.025
C -0.23220 3.63764 -0.09130 -0.117 0.032 -0.018
C -0.67101 4.87914 0.32493 0.007 -0.048 0.007
C -0.79531 5.09644 1.68976 0.015 -0.023 -0.019
C -0.50682 4.05470 2.56440 0.005 -0.030 -0.029
C -0.08459 2.84006 2.05498 0.007 0.041 0.078
N 0.07095 2.64494 0.74118 0.035 -0.157 -0.100
H 3.69307 -0.03078 -4.04518 0.001 -0.001 0.003
H 5.48998 -1.78738 -0.34211 0.008 0.000 0.003
H 5.12461 -3.52093 1.46401 0.006 -0.008 0.000
H 2.85855 -3.65631 2.51546 0.005 -0.005 0.008
H 1.10313 -2.07306 1.77938 0.176 0.067 -0.051
H -0.51636 2.59103 -4.28352 -0.007 0.008 -0.001
H -0.90180 5.63325 -0.41531 0.002 0.001 0.002
H -1.12044 6.05693 2.06699 -0.004 0.002 -0.001
H -0.60957 4.17825 3.63363 -0.001 0.004 0.006
H 0.12094 1.99608 2.70012 0.023 0.009 0.010
C 3.05892 -3.72510 -5.85643 -0.002 -0.012 -0.025
C 2.14416 -3.05747 -4.87691 -0.005 0.030 0.012
C 0.92784 -2.50168 -5.27512 0.048 0.024 -0.008
C 0.10709 -1.87339 -4.35121 0.026 0.014 0.059
C 0.59127 -1.86297 -3.06040 -0.064 0.007 0.016
Br -0.58889 -1.06940 -1.68488 0.369 -0.250 -0.058
N 1.69811 -2.36520 -2.61555 -0.020 0.013 -0.014
C 2.47870 -2.95829 -3.52983 -0.016 -0.006 -0.012
H 2.51279 -4.44063 -6.47043 0.005 -0.002 0.001
H 3.86764 -4.25105 -5.35342 0.007 0.002 -0.002
H 3.49690 -2.98458 -6.52723 0.009 0.005 -0.010
H 0.62002 -2.55579 -6.31235 0.001 -0.001 -0.001
H -0.84096 -1.43479 -4.62486 -0.003 0.021 -0.002
H 3.40414 -3.38447 -3.16150 0.020 0.003 -0.003
O -0.57522 0.09243 1.10546 0.082 -0.407 -0.483
P -2.06750 -0.35000 1.39545 -0.217 0.136 0.056
N -2.65000 0.30437 2.76531 0.205 0.056 -0.077
C -2.21817 -0.11778 4.11832 -0.071 -0.077 -0.006
C -2.23545 1.18191 4.90862 0.004 0.009 0.016
C -3.45985 1.88968 4.33678 -0.036 -0.004 0.008
C -3.38711 1.59234 2.83833 -0.057 -0.010 -0.068
N -3.00000 0.17553 0.16281 -0.012 -0.071 0.121
C -4.45148 -0.19099 0.07837 0.012 -0.017 0.022
C -5.10035 1.00674 -0.60213 -0.039 0.006 0.020
C -3.98916 1.52523 -1.50282 0.017 0.006 -0.028
C -2.76094 1.41370 -0.61069 0.098 0.041 -0.023
N -2.09647 -1.97413 1.53069 0.095 0.045 0.027
C -3.39530 -2.70447 1.66520 -0.025 0.044 -0.036
C -2.99869 -4.08357 2.17836 -0.023 -0.035 -0.006
C -1.74431 -3.81106 2.99478 -0.020 0.013 0.018
C -1.01595 -2.76947 2.15681 -0.074 0.046 0.090
H -1.23948 -0.59726 4.09542 0.045 0.017 -0.009
H -2.93774 -0.82888 4.53246 0.031 -0.018 -0.009
H -1.32791 1.75729 4.70179 0.006 -0.004 0.017
H -2.29309 1.01921 5.98228 -0.007 -0.011 0.007
H -3.48326 2.95774 4.54253 0.003 0.007 -0.008
H -4.36682 1.45495 4.75823 0.001 0.007 0.005
H -2.85292 2.37885 2.30128 0.025 0.015 0.012
H -4.37736 1.48997 2.39461 0.020 0.018 -0.016
H -4.86664 -0.38234 1.06720 0.001 -0.038 0.018
H -4.56156 -1.08843 -0.52918 0.004 -0.013 -0.002
H -5.37637 1.76379 0.13460 0.001 0.004 -0.005
H -5.99959 0.72383 -1.14433 -0.005 -0.004 0.006
H -4.14786 2.54271 -1.85415 0.002 0.006 0.007
H -3.87374 0.87732 -2.37417 0.000 0.003 -0.008
H -2.68500 2.28641 0.04611 -0.001 -0.002 0.001
H -1.84947 1.32320 -1.19820 -0.037 0.067 0.015
H -3.89381 -2.76652 0.70259 -0.036 0.030 -0.012
H -4.04933 -2.18857 2.37279 0.010 0.000 0.020
H -2.77635 -4.74532 1.34028 0.018 0.001 0.004
H -3.79633 -4.53816 2.76115 -0.007 -0.009 -0.014
H -1.13871 -4.69825 3.16726 0.006 -0.006 -0.002
H -2.00814 -3.38608 3.96548 0.001 -0.009 0.009
H -0.40982 -3.24157 1.37886 -0.060 -0.028 0.005
H -0.38246 -2.13885 2.78583 -0.048 -0.028 -0.035
C 4.69035 2.40882 1.24537 0.009 -0.008 0.012
S 3.27831 1.91824 2.21137 0.020 0.113 -0.100
C 3.91651 0.46445 3.01534 0.028 -0.007 -0.041
O 2.29892 1.36645 1.14133 -0.131 -0.223 -0.085
H 5.47829 2.68524 1.94805 0.006 0.008 0.001
H 4.40626 3.27960 0.65769 -0.015 0.005 -0.005
H 5.00363 1.58357 0.60644 0.024 0.008 0.004
H 4.63917 0.80686 3.75811 0.008 0.018 -0.004
H 4.38847 -0.19227 2.28572 -0.003 0.016 0.035
H 3.08783 -0.02565 3.52187 -0.012 0.009 0.024
```
Forces are in eV/Å.

Calculated values
**Relative energy (zero: lowest compared OMol25 entry of this formula, charge and spin)**: 1.552 eV
**Multiplicity**: 1
**Total charge**: +3



no.,E_tot (eV)
1,-11463.3550
2,-191498.2345
3,-11842.9269
4,-177010.1346